Density functional theory data (the ωB97M-V functional and the def2-TZVPD basis) for 2 unconnected molecules or ions with the total composition C8H18N3P.

The geometry in XYZ format:
```
30
Properties=species:S:1:pos:R:3:mulliken_charge:R:1
C 3.270 0.505 -0.434 -0.30
C 1.468 -2.008 1.253 -0.05
C -0.311 2.470 0.454 -1.33
C -1.477 1.061 2.120 -1.32
C -0.357 -0.200 -2.194 -1.21
C -1.918 -1.409 -0.648 -1.60
C -0.978 1.138 0.619 0.02
C -0.498 -0.966 -0.744 0.04
N 2.588 0.903 -1.365 -0.26
N 0.825 -2.925 0.719 -0.48
N -0.142 -0.004 0.399 0.32
P 1.179 -0.274 1.427 -0.16
H 4.256 0.721 -0.091 0.32
H 2.498 -2.174 1.709 0.31
H 0.776 2.545 0.896 0.17
H -0.319 2.840 -0.583 0.26
H -0.965 3.137 0.964 0.53
H -1.660 -0.013 2.367 0.38
H -2.383 1.531 2.549 0.33
H -0.630 1.207 2.784 0.43
H -0.503 0.852 -2.164 0.22
H 0.612 -0.452 -2.718 0.24
H -1.122 -0.594 -2.827 0.51
H -2.148 -2.106 0.117 0.34
H -2.106 -1.935 -1.552 0.55
H -2.506 -0.536 -0.547 0.34
H -1.670 1.172 -0.177 0.40
H 0.178 -1.716 -0.678 0.61
H 2.944 1.100 -2.285 0.21
H 1.096 -3.873 0.631 0.18
```

The LUMO energy (spin up / spin down) is -0.01 / 0.42 eV. For the total energy, the calculation gives -821.03269 hartree. The molar mass comes out at 187.227 Da. The HOMO energy (spin up / spin down) is -7.32 / -6.67 eV. For the frontier orbital gap (spin up / spin down), the calculation gives 7.31 / 7.09 eV. Its energy above the lowest of the compared OMol25 structures with the same formula, charge and spin is 279.93 kJ/mol.